[1]
C8H7BrO in the gas phase. Source: the OMol25 dataset; level of theory: ωB97M-V/def2-TZVPD.

Each line ends with the Löwdin charge.
Cartesian coordinates (Å):
C: -2.24565 -0.72210 -0.28216  -0.123
C: -1.93667 0.48416 0.22303  -0.089
C: -1.28664 -1.65056 -0.42450  -0.083
C: -0.61923 0.80716 0.54478  -0.040
C: 0.08087 -1.43667 -0.12536  -0.036
C: 0.38602 -0.16392 0.35166  -0.284
C: 1.97680 1.55792 -0.33390  -0.302
C: 1.82697 0.31264 0.53599  -0.652
O: 2.64663 2.62642 -0.33649  0.018
Br: 3.31987 -0.81468 0.06565  0.755
H: -3.25831 -0.92215 -0.52233  0.103
H: -2.77907 1.21970 0.31267  0.129
H: -1.48548 -2.62411 -0.83093  0.102
H: -0.42529 1.88601 0.50813  0.125
H: 0.66957 -2.36446 -0.21324  0.108
H: 1.93487 0.40490 1.67674  0.127
H: 1.19473 1.39974 -1.14975  0.140

As for the SMILES: O=C[C@H](Br)c1ccccc1. For the HOMO-LUMO gap, the calculation gives 9.91 eV. The value obtained for the HOMO energy is -9.83 eV. The calculation puts the energy above the lowest of the compared OMol25 structures with the same formula, charge and spin at 0.296 eV.


[2]
C8H7Cl3N2O2 in the gas phase. Source: the OMol25 dataset; level of theory: ωB97M-V/def2-TZVPD.

Each line ends with the Löwdin charge.
Cartesian coordinates (Å):
C: -3.43681 -0.48781 -0.16567  -0.090
C: -2.77368 0.70071 -0.60451  -0.052
C: -2.74318 -1.51058 0.46223  -0.095
C: -1.40616 0.76173 -0.35649  -0.038
C: -1.39900 -1.34844 0.77932  -0.031
C: -0.70258 -0.25048 0.27140  -0.251
C: 2.66231 0.61461 -0.80384  -0.592
C: 1.78593 -0.68607 0.24252  -1.164
N: 0.68741 0.06246 0.61608  -0.038
N: 2.94824 1.66729 0.09571  -0.424
O: 1.95481 2.38900 0.33900  0.027
O: 4.02121 1.74019 0.66505  0.086
Cl: 3.99917 -0.07409 -1.70905  0.671
Cl: 1.46436 -2.07445 -0.71484  0.712
Cl: 2.89239 -1.27653 1.54188  0.597
H: -4.49391 -0.94094 -0.33813  0.131
H: -3.32391 1.42599 -1.16128  0.092
H: -3.39669 -2.30911 0.78409  0.100
H: -0.87927 1.65789 -0.62904  0.109
H: -0.82837 -1.99953 1.29282  0.070
H: 2.00062 0.93691 -1.53154  0.075
H: 0.96712 1.00123 0.92429  0.104

As for the SMILES: O=[N+]([O-])[C@@H](Cl)C(Cl)(Cl)Nc1ccccc1. For the HOMO-LUMO gap, the calculation gives 8.12 eV. The value obtained for the HOMO energy is -9.05 eV. The calculation puts the energy above the lowest of the compared OMol25 structures with the same formula, charge and spin at 0.555 eV.


[3]
C8H7ClF3N3O2 in the gas phase. Source: the OMol25 dataset; level of theory: ωB97M-V/def2-TZVPD.

Each line ends with the Löwdin charge.
Cartesian coordinates (Å):
N: -1.43533 1.86547 0.62933  0.166
C: -0.87814 2.06163 -0.66331  -0.633
O: -1.39519 1.84960 -1.63694  0.151
N: 0.42504 2.72326 -0.62584  0.013
H: 0.98926 2.81184 -1.68490  0.261
O: 1.18927 2.66833 0.49405  -0.085
C: 1.88803 1.56108 0.43478  -0.271
C: 1.34170 0.15268 0.23566  -0.327
N: 1.22227 -0.24559 -0.98770  0.171
C: 0.32404 -1.32242 -1.31216  0.138
C: -0.29613 -1.98312 -0.08071  -0.014
C: -0.11530 -1.50467 1.10339  -0.138
C: 0.55992 -0.43873 1.10245  -0.406
Cl: 0.65742 0.08196 3.01658  0.498
H: -0.70124 -2.06134 1.76385  0.132
C: -1.32910 -3.05249 -0.61186  -0.642
F: -0.64632 -4.05452 -1.45155  0.008
F: -1.84188 -3.70064 0.40603  0.171
F: -2.18812 -2.94405 -1.40198  0.314
H: 0.21862 -1.55597 -2.20028  0.029
H: 2.69136 1.41405 1.36618  0.182
H: 2.68262 1.59619 -0.21267  0.084
H: -2.34088 1.70110 0.76989  0.029
H: -1.02192 2.37632 1.54773  0.170

As for the SMILES: NC(=O)NOCc1ncc(C(F)(F)F)cc1Cl. For the HOMO-LUMO gap, the calculation gives 9.58 eV. The value obtained for the HOMO energy is -9.91 eV. The calculation puts the energy above the lowest of the compared OMol25 structures with the same formula, charge and spin at 7.957 eV.


[4]
C8H7FN4O2 in the gas phase. Source: the OMol25 dataset; level of theory: ωB97M-V/def2-TZVPD.

Each line ends with the Löwdin charge.
Cartesian coordinates (Å):
C: 0.40668 -2.72133 -1.46184  0.017
C: 0.13046 -3.00510 -0.19221  0.017
C: 0.12813 1.47400 -1.51701  -0.079
C: 0.40865 -1.24654 -1.62297  -0.425
C: -0.06902 -1.73343 0.56410  -0.420
C: 0.12007 0.70513 -0.20798  -0.308
C: -0.93363 1.32630 0.71606  -0.066
C: -0.58185 1.29988 2.20497  -0.206
N: 1.16788 2.20461 -1.62545  0.081
N: 1.56452 1.17204 0.27575  0.159
N: 2.00004 1.94600 -0.54543  0.037
N: 0.08592 -0.71647 -0.37981  0.179
O: 0.61666 -0.58708 -2.60830  0.105
O: -0.32559 -1.60470 1.72654  0.089
F: -1.50146 2.06994 2.87417  -0.042
H: 0.60729 -3.37215 -2.29080  0.115
H: 0.04533 -3.96117 0.28963  0.116
H: -0.69708 1.52057 -2.19869  0.140
H: -1.04904 2.37650 0.42722  0.132
H: -1.88948 0.82139 0.55742  0.141
H: -0.63814 0.29596 2.62488  0.102
H: 0.40368 1.73564 2.38976  0.116

For the HOMO-LUMO gap (alpha / beta), the calculation gives 5.86 / 5.12 eV. The value obtained for the HOMO energy (alpha / beta) is -6.84 / -10.13 eV. The spin multiplicity is 3.


Record-wise largest force on an atom values, in eV/Å: 5.02 4.08 15.17 4.63